Record 1
ORCA calculation (ωB97M-V/def2-TZVPD) on C4H12O10S4Ti as an isolated structure.

Highest occupied orbital energy (spin up / spin down), eV: 2.95 / 1.27
⟨S²⟩: 3.7535
E_LUMO (spin up / spin down), eV: 5.3 / 5.2
Frontier orbital gap (spin up / spin down), eV: 2.336 / 3.971

The geometry in ORCA input format:
```
! RIJCOSX wB97M-V def2-TZVPD def2/J DEFGRID3
* xyz -3 4
Ti 0.457 0.578 -1.233
S 0.770 0.799 -4.430
O 2.175 0.620 -4.871
O -0.059 0.295 -5.529
O 0.368 -0.050 -3.255
O 0.370 2.183 -4.111
S 0.045 3.546 -0.699
O -0.993 3.199 -1.689
O -0.484 4.570 0.237
O 0.478 2.309 -0.005
O 1.074 4.115 -1.621
C -1.357 0.231 1.778
S -2.221 -0.205 0.220
O -1.499 -1.314 -0.485
C -3.694 -1.083 0.860
H -0.310 0.401 1.540
H -1.552 -0.464 2.592
H -1.791 1.222 1.929
H -3.540 -2.132 1.103
H -4.481 -1.000 0.112
H -4.007 -0.495 1.728
C 1.024 -2.632 1.385
S 2.532 -1.877 0.615
O 1.987 -0.788 -0.268
C 3.073 -1.037 2.135
H 1.260 -3.512 1.985
H 0.317 -2.939 0.619
H 0.686 -1.866 2.079
H 2.168 -0.598 2.556
H 3.767 -0.217 1.975
H 3.439 -1.862 2.746
*
```

Population analysis type Löwdin, resulting atomic charges in e: Ti 0.97; S 0.20; O -0.45; O -0.46; O -0.52; O -0.40; S 0.19; O -0.42; O -0.45; O -0.52; O -0.42; C -0.26; S 0.84; O -0.57; C -0.27; H 0.02; H 0.04; H 0.06; H 0.05; H 0.04; H 0.03; C -0.24; S 0.20; O -0.63; C -0.26; H 0.03; H 0.04; H 0.01; H 0.03; H 0.06; H 0.03

Record 2
ORCA calculation (ωB97M-V/def2-TZVPD) on C19H24Cl2F6N5PPt as an isolated structure.

Highest occupied orbital energy (spin up / spin down), eV: -11.45 / -11.81
Energy relative to the best compared isomer or geometry (same formula, charge and spin), kcal/mol: 27.17
⟨S²⟩: 0.8124
E_LUMO (spin up / spin down), eV: -5.6 / -5.7
Frontier orbital gap (spin up / spin down), eV: 5.849 / 6.083

The geometry in ORCA input format:
```
! RIJCOSX wB97M-V def2-TZVPD def2/J DEFGRID3
* xyz 1 2
Pt -0.007 0.076 -0.142
Cl 4.148 -1.611 0.954
C 4.310 -0.042 0.173
Cl 2.726 0.678 -0.264
H 4.877 -0.156 -0.743
H 4.791 0.640 0.863
F -2.161 -0.096 -1.224
P -3.302 0.320 -0.028
F -2.619 1.777 -0.008
F -3.810 -1.188 -0.068
F -2.089 -0.194 1.061
F -4.230 0.690 1.187
F -4.318 0.769 -1.140
C -0.729 3.666 3.696
C -1.088 4.395 2.567
C -0.829 3.910 1.304
C -0.171 2.674 1.146
C 0.164 1.935 2.302
C -0.112 2.426 3.556
N 0.090 2.104 -0.077
C 0.282 2.786 -1.249
C 0.084 2.092 -2.465
C 0.299 2.713 -3.672
C 0.722 4.040 -3.709
C 0.943 4.731 -2.522
C 0.740 4.119 -1.304
H -0.957 4.048 4.682
H -1.606 5.339 2.674
H -1.215 4.422 0.434
H 0.666 0.977 2.187
H 0.148 1.849 4.433
H -0.303 1.077 -2.433
H 0.133 2.176 -4.596
H 0.893 4.526 -4.659
H 1.290 5.755 -2.551
H 0.983 4.640 -0.389
C 1.010 -2.610 -1.050
N 0.000 -2.042 -0.097
C -1.333 -2.678 -0.426
N -1.244 -4.111 -0.331
C -0.242 -4.614 -1.264
N 1.074 -4.047 -0.945
C 1.426 -4.422 0.428
N 0.430 -3.925 1.380
C 0.365 -2.487 1.293
C -0.880 -4.492 1.031
H 1.988 -2.190 -0.823
H 0.720 -2.333 -2.066
H -1.624 -2.386 -1.434
H -2.080 -2.309 0.271
H -0.520 -4.331 -2.281
H -0.188 -5.700 -1.198
H 2.402 -4.008 0.678
H 1.474 -5.508 0.494
H 1.340 -2.068 1.551
H -0.396 -2.108 1.977
H -1.632 -4.118 1.727
H -0.833 -5.577 1.107
*
```

Population analysis type Löwdin, resulting atomic charges in e: Pt 1.05; Cl 0.60; C -0.91; Cl 0.63; H 0.04; H 0.04; F -0.24; P 0.20; F -0.13; F -0.11; F -0.24; F -0.08; F -0.08; C -0.04; C -0.04; C -0.01; C -0.28; C -0.03; C -0.05; N -0.09; C -0.29; C -0.02; C -0.05; C -0.04; C -0.05; C 0.00; H 0.12; H 0.12; H 0.13; H 0.09; H 0.12; H 0.09; H 0.12; H 0.12; H 0.12; H 0.12; C -0.18; N -0.22; C -0.17; N -0.08; C -0.14; N -0.08; C -0.15; N -0.08; C -0.17; C -0.13; H 0.08; H 0.14; H 0.13; H 0.10; H 0.14; H 0.14; H 0.10; H 0.14; H 0.09; H 0.13; H 0.14; H 0.14

Record 3
ORCA calculation (ωB97M-V/def2-TZVPD) on CH5N5 as an isolated structure.

Highest occupied orbital energy, eV: -7.74
Energy relative to the best compared isomer or geometry (same formula, charge and spin), kcal/mol: 57.73
E_LUMO, eV: 0.9
Frontier orbital gap, eV: 8.668

The geometry in ORCA input format:
```
! RIJCOSX wB97M-V def2-TZVPD def2/J DEFGRID3
* xyz 0 1
C -1.209 0.813 0.254
N -1.675 -0.582 -0.110
N -0.846 -1.418 -0.102
N 0.198 0.853 0.269
N 0.586 -0.433 0.590
N 1.769 -0.765 0.033
H -1.501 1.520 -0.384
H -1.754 0.951 1.157
H 0.516 1.233 -0.712
H 1.840 -0.489 -1.046
H 2.077 -1.684 0.050
*
```

Population analysis type Löwdin, resulting atomic charges in e: C -0.24; N -0.06; N 0.09; N -0.06; N -0.20; N -0.02; H 0.06; H 0.10; H 0.15; H 0.12; H 0.04

Record 4
ORCA calculation (ωB97M-V/def2-TZVPD) on C19H25N3O5S as an isolated structure.

Highest occupied orbital energy, eV: -7.73
Energy relative to the best compared isomer or geometry (same formula, charge and spin), kcal/mol: 496.09
E_LUMO, eV: -0.2
Frontier orbital gap, eV: 7.556

The geometry in ORCA input format:
```
! RIJCOSX wB97M-V def2-TZVPD def2/J DEFGRID3
* xyz 0 1
C 4.294 0.173 1.417
H 3.835 0.887 0.728
O 4.666 -0.918 0.579
C 3.520 -1.804 0.171
C 2.153 -1.685 0.314
C 1.083 -2.455 0.037
C 1.394 -3.625 -0.584
C 2.797 -3.738 -1.131
C 3.748 -2.883 -0.642
H 4.883 -3.145 -0.750
H 3.035 -4.434 -1.559
H 0.607 -4.060 -1.217
C -0.231 -2.255 0.139
N -0.726 -0.884 0.787
C -2.112 -1.183 0.675
C -2.451 -2.447 0.431
O -1.170 -3.148 0.012
C -3.693 -3.187 0.164
H -4.164 -2.448 -0.672
H -3.484 -4.068 -0.219
H -4.249 -3.250 0.927
C -3.173 -0.036 1.382
H -2.627 0.730 1.938
H -4.029 -0.500 1.819
S -3.595 0.909 -0.542
O -4.447 1.799 -0.008
O -4.029 -0.463 -1.226
C -2.026 1.591 -1.087
C -1.310 2.000 0.158
O -1.740 2.459 1.106
N 0.121 2.152 -0.144
C 0.842 1.473 -1.319
H 0.272 1.409 -2.049
C 1.998 2.316 -1.581
N 2.817 2.640 -0.394
C 4.070 3.676 -0.702
H 4.654 3.628 -0.014
H 4.617 2.934 -1.198
H 3.768 4.502 -1.150
C 1.930 3.489 0.715
C 1.000 2.350 1.206
H 0.125 2.987 2.007
H 1.247 1.483 1.529
H 2.629 3.437 1.509
H 1.515 4.371 0.177
H 2.790 1.906 -2.341
H 1.686 3.271 -1.930
H 1.419 0.378 -0.863
H -1.577 0.681 -1.667
H -2.539 2.243 -1.715
H 1.843 -0.616 1.011
H 3.732 0.002 2.211
H 5.410 0.648 1.474
*
```

Population analysis type Löwdin, resulting atomic charges in e: C -0.10; H 0.05; O -0.12; C -0.18; C -0.01; C -0.28; C 0.06; C 0.03; C -0.03; H 0.16; H -0.04; H 0.13; C -0.24; N 0.19; C -0.29; C -0.17; O 0.11; C 0.02; H 0.14; H 0.04; H 0.01; C 0.03; H 0.05; H 0.06; S 0.79; O -0.28; O -0.42; C -0.14; C -0.56; O 0.11; N 0.00; C -0.13; H 0.01; C -0.26; N -0.16; C 0.03; H -0.03; H 0.07; H 0.04; C -0.10; C -0.05; H 0.21; H 0.01; H 0.09; H 0.13; H 0.16; H 0.10; H 0.19; H 0.15; H 0.08; H 0.17; H 0.03; H 0.15

Summary of F_max in eV/A
7.73 0.98 5.32 18.27
(order as listed above)
Summary of M in g/mol
396.265 733.382 87.086 407.492
(order as listed above)